(1)
Computed, not measured: the molecule C4H10N2O2 in a non-equilibrium geometry, with ωB97M-V with the def2-TZVPD basis set.

Energy above the lowest of the compared OMol25 structures with the same formula, charge and spin in kJ/mol: 164.29
Kohn-Sham gap in eV: 10.2
Total charge: 0
SMILES string: NCNC(=O)CCO
E_tot in Eh: -418.39839
E_LUMO in eV: 0.751

Each atom is followed by the atoms it is bonded to, with distances in Å.
CARTESIAN COORDINATES (ANGSTROEM)
1 O 1.6252 -0.3793 1.0852  C2 1.215
2 C 0.6735 0.2029 0.6034  O1 1.215, N3 1.371, C6 1.510
3 N -0.5016 -0.4513 0.3354  C2 1.371, C4 1.481, H9 1.004
4 C -0.6714 -1.8204 0.8751  N3 1.481, N5 1.427, H10 1.072, H11 1.069
5 N -2.0479 -2.1821 0.9740  C4 1.427, H12 1.003, H13 1.000
6 C 0.7508 1.6199 0.0863  C2 1.510, C7 1.559, H14 1.075, H15 1.077
7 C 1.4786 1.5297 -1.2897  C6 1.559, O8 1.456, H16 1.088, H17 1.092
8 O 0.5291 1.6365 -2.3889  C7 1.456, H18 0.960
9 H -1.3512 0.0679 0.2074  N3 1.004
10 H -0.2594 -1.8192 1.8650  C4 1.072
11 H -0.1427 -2.5111 0.2538  C4 1.069
12 H -2.4898 -2.6265 0.1912  N5 1.003
13 H -2.6747 -1.7904 1.6482  N5 1.000
14 H -0.1982 2.0769 -0.1283  C6 1.075
15 H 1.3332 2.2580 0.7289  C6 1.077
16 H 2.0910 0.6556 -1.4989  C7 1.088
17 H 2.0861 2.4300 -1.4052  C7 1.092
18 H -0.2306 1.1030 -2.1431  O8 0.960

Here are the Löwdin charges for atoms 1 to 8, given in e: atom 1 (O): 0.062, atom 2 (C): -0.522, atom 3 (N): 0.068, atom 4 (C): -0.255, atom 5 (N): 0.015, atom 6 (C): -0.076, atom 7 (C): -0.203, atom 8 (O): -0.092

***

(2)
Computed, not measured: a cluster of 2 separate species, C3H5ClS in total in a non-equilibrium geometry, with ωB97M-V with the def2-TZVPD basis set.

Energy above the lowest of the compared OMol25 structures with the same formula, charge and spin in kJ/mol: 203.72
Kohn-Sham gap in eV: 8.7
Total charge: 0
SMILES string: CC1=CS1.Cl
E_tot in Eh: -975.57913
E_LUMO in eV: 0.530

Each atom is followed by the atoms it is bonded to, with distances in Å.
CARTESIAN COORDINATES (ANGSTROEM)
1 C -0.1845 -0.2047 0.5019  C2 1.279, C3 1.430, S4 1.778
2 C -1.4350 -0.2292 0.7698  C1 1.279, S4 1.948, H7 1.068
3 C 1.0769 -0.8631 0.3598  C1 1.430, H8 1.052, H9 1.132, H10 1.147
4 S -0.6311 1.5148 0.4409  C1 1.778, C2 1.948
5 Cl -0.2690 1.5311 -2.7974  H6 1.340
6 H -0.4332 2.1036 -1.5976  Cl5 1.340
7 H -2.2531 -0.5918 1.3525  C2 1.068
8 H 1.0101 -1.7264 -0.2384  C3 1.052
9 H 1.2835 -1.3702 1.3510  C3 1.132
10 H 1.8353 -0.1642 -0.1425  C3 1.147

Here are the Löwdin charges for atoms 1 to 8, given in e: atom 1 (C): -0.700, atom 2 (C): -0.149, atom 3 (C): -0.086, atom 4 (S): 0.721, atom 5 (Cl): 0.173, atom 6 (H): -0.332, atom 7 (H): 0.070, atom 8 (H): 0.064